No. 1
Below is a structure of composition C31H47LaNO2P2S2 at a distorted geometry, with properties calculated with ωB97M-V/def2-TZVPD.

The geometry in XYZ format:
```
86
Properties=species:S:1:pos:R:3:forces:R:3:lowdin_charge:R:1
La -1.205 0.773 1.620 5.29 2.95 -0.24 1.854
C 1.625 1.526 4.112 -1.05 0.17 -0.66 -0.216
C 2.075 1.419 2.770 -0.85 0.61 -0.16 -0.240
C 0.302 2.891 2.821 -0.17 -0.87 -0.79 -0.382
C 0.492 2.376 4.135 0.35 -0.62 -0.75 -0.253
C 1.313 2.315 1.978 -0.53 -0.56 0.22 -0.363
C 2.238 0.885 5.292 0.28 -0.37 0.53 -0.039
H 3.309 1.116 5.359 -0.18 -0.05 0.01 0.092
H 2.135 -0.207 5.271 0.05 0.11 0.04 0.075
H 1.766 1.245 6.211 0.12 -0.11 -0.09 0.080
C -0.347 2.743 5.294 -0.27 0.32 0.58 -0.058
H -0.284 2.007 6.095 0.02 0.17 -0.06 0.052
H -1.403 2.798 5.003 0.09 0.09 0.16 0.080
H -0.056 3.719 5.705 -0.12 -0.09 -0.02 0.096
C -0.775 3.829 2.383 0.65 0.48 0.14 -0.081
H -0.982 4.550 3.188 -0.34 -0.25 -0.34 0.100
H -1.744 3.328 2.134 -0.34 0.16 -0.03 0.032
H -0.472 4.405 1.495 -0.23 -0.20 0.21 0.085
C 1.567 2.622 0.539 0.12 0.26 -0.34 -0.060
H 2.651 2.639 0.319 -0.53 -0.15 -0.03 0.097
H 1.177 3.614 0.275 0.07 -0.22 -0.05 0.078
H 1.101 1.891 -0.156 0.27 0.16 -0.13 0.042
C 3.164 0.563 2.242 0.49 -0.43 -0.20 -0.040
H 4.027 1.136 1.868 -0.19 -0.11 0.11 0.094
H 2.789 -0.042 1.403 0.23 0.19 0.14 0.050
H 3.531 -0.141 2.998 -0.03 0.16 -0.11 0.085
C 0.701 -3.203 -0.740 -0.25 0.27 0.72 -0.102
C 1.762 -3.096 0.069 -0.38 -0.65 0.13 -0.111
C 3.086 -2.507 -0.276 0.73 0.75 -0.32 -0.176
C 3.422 -2.096 -1.747 0.79 -0.55 0.99 -0.180
C 3.028 -0.722 -2.186 -0.72 0.80 -0.82 -0.096
C 1.804 -0.171 -2.218 0.58 0.23 0.20 -0.169
C 0.587 -0.783 -1.610 -1.01 -0.43 0.03 -0.266
C 0.484 -2.307 -1.909 0.11 -0.29 -0.33 -0.228
H 3.859 -3.244 -0.006 -0.38 0.04 0.08 0.122
H 3.116 -2.922 -2.418 0.06 0.56 0.07 0.124
H 3.291 -1.652 0.376 0.11 -0.02 -0.04 0.086
H 1.273 -2.563 -2.611 -0.38 0.28 -0.22 0.062
H -0.101 -3.917 -0.571 0.00 0.21 0.66 0.101
H 1.731 -3.526 1.077 0.05 -0.41 -0.53 0.108
H -0.477 -2.552 -2.386 0.50 0.09 0.27 0.076
H 0.594 -0.637 -0.514 0.19 -0.08 0.18 0.063
H 1.613 0.772 -2.739 0.43 -0.06 0.41 0.075
H -0.324 -0.274 -2.015 0.78 -0.27 0.49 0.044
H 4.526 -2.083 -1.802 -0.41 -0.27 0.10 0.114
H 3.856 -0.128 -2.594 -0.42 -0.21 -0.05 0.112
P -0.424 -0.609 -4.371 0.33 -0.41 -1.82 0.878
P -0.747 2.539 -4.563 0.13 0.31 -1.86 0.803
C -0.776 0.083 -6.066 -0.03 -0.14 0.00 -0.438
C -1.381 1.482 -5.996 -0.38 -0.13 0.38 -0.465
H -1.469 -0.616 -6.559 0.25 0.17 -0.06 0.078
H 0.150 0.078 -6.660 -0.18 0.10 0.32 0.078
H -1.232 2.010 -6.952 -0.04 -0.07 0.41 0.076
H -2.467 1.406 -5.832 0.15 0.04 -0.14 0.069
C -1.229 4.097 -5.455 -0.17 0.38 0.32 -0.340
H -0.804 4.967 -4.946 -0.08 -0.03 -0.05 0.029
H -2.319 4.210 -5.451 0.14 0.00 0.01 0.034
H -0.888 4.105 -6.501 -0.03 -0.08 0.37 0.040
C 1.017 2.600 -5.132 0.23 0.00 0.37 -0.322
H 1.107 2.624 -6.228 -0.13 0.01 0.28 0.051
H 1.588 1.747 -4.748 -0.02 0.11 -0.11 0.005
H 1.463 3.517 -4.725 0.02 -0.21 -0.09 0.037
C -1.933 -1.653 -4.244 -0.10 0.03 0.12 -0.276
H -2.087 -1.962 -3.207 -0.23 -0.06 -0.23 0.016
H -1.846 -2.532 -4.893 -0.18 0.14 0.13 0.055
H -2.783 -1.035 -4.556 0.02 -0.20 0.07 0.042
C 0.819 -1.877 -4.955 -0.05 -0.19 -0.10 -0.259
H 0.698 -2.106 -6.018 -0.14 0.14 0.04 0.043
H 0.727 -2.826 -4.422 0.03 0.23 -0.13 0.032
H 1.831 -1.485 -4.811 -0.09 -0.08 0.04 0.038
O -1.463 0.021 6.091 -0.18 -0.96 -0.96 -0.245
S -1.392 -0.953 5.031 1.54 1.17 -0.57 0.720
O -0.137 -1.605 4.731 -1.30 0.06 0.58 -0.266
N -1.850 -0.265 3.491 -2.64 -1.72 2.61 -0.390
C -3.102 -0.710 3.127 2.53 1.26 -0.62 -0.753
S -3.730 0.070 1.730 -2.63 -1.15 0.26 0.569
C -3.592 -1.809 3.927 -0.56 -1.44 0.24 -0.214
C -4.608 -2.756 3.635 0.21 0.68 0.01 0.018
C -4.899 -3.760 4.566 0.18 0.18 0.04 -0.030
C -4.212 -3.804 5.798 -0.07 0.33 -0.51 -0.016
C -3.142 -2.930 6.035 0.02 0.16 -0.18 -0.004
C -2.799 -1.993 5.063 -0.93 -0.89 0.19 -0.218
H -5.129 -2.682 2.671 0.10 -0.05 0.57 0.127
H -5.672 -4.507 4.337 0.41 0.47 0.16 0.125
H -4.518 -4.525 6.560 0.24 0.25 -0.30 0.126
H -2.590 -2.949 6.964 0.05 -0.21 0.01 0.131
```
Positions in Å, forces in eV/Å.

Computed properties:
Maximum force in eV Å⁻¹: 6.07
2S+1: 1
Molar mass in g/mol: 730.7
LUMO in eV: -4.64
Charge: +1
Energy above the lowest of the compared OMol25 structures with the same formula, charge and spin in kJ/mol: 171.73
Orbital gap in Eh: 0.1796

No. 2
Below is a structure of composition C31H48Cl2N4O2W at a distorted geometry, with properties calculated with ωB97M-V/def2-TZVPD.

The geometry in XYZ format:
```
88
Properties=species:S:1:pos:R:3:forces:R:3:lowdin_charge:R:1
W -0.186 0.274 -0.027 0.05 -3.37 -0.29 1.037
C 1.858 1.923 3.250 0.68 0.87 0.42 -0.092
C 1.162 0.755 1.467 -2.04 0.15 -0.91 -0.250
N 1.140 0.839 2.845 0.28 -0.51 0.89 -0.034
H 3.083 3.330 2.088 -0.05 -0.06 0.10 0.100
N 2.065 1.727 1.090 1.15 0.28 -0.06 -0.066
H 1.957 2.222 4.279 0.05 0.00 -0.14 0.093
C -1.719 1.685 -0.139 0.79 -0.82 0.61 -0.357
C -2.789 1.553 -1.069 -0.19 0.82 0.34 -0.148
C -3.718 2.587 -1.204 0.32 -0.40 0.01 -0.105
C -3.619 3.746 -0.434 -0.10 0.06 -0.08 -0.345
C -2.609 3.852 0.523 0.42 -0.36 0.19 -0.095
C -1.680 2.824 0.705 -1.02 0.59 -0.48 -0.160
H -2.875 0.646 -1.673 -0.01 0.23 0.07 0.073
H -4.534 2.499 -1.926 0.12 0.00 0.11 0.092
H -2.547 4.755 1.133 -0.07 -0.11 -0.04 0.088
H -0.922 2.888 1.489 -0.13 0.06 -0.22 0.075
C -4.596 4.865 -0.647 -0.09 0.06 -0.10 -0.104
H -4.466 5.635 0.116 -0.09 0.04 -0.04 0.057
H -5.627 4.499 -0.608 -0.01 0.12 0.03 0.062
H -4.455 5.330 -1.631 -0.06 0.07 0.07 0.064
C 0.476 -0.081 3.794 0.15 0.27 -0.53 -0.554
C 1.034 0.144 5.194 0.08 -0.04 0.44 -0.075
C -1.012 0.224 3.825 -0.64 -0.04 0.03 -0.044
H 0.796 1.139 5.585 0.04 -0.13 -0.04 0.071
H 0.575 -0.587 5.871 0.05 0.10 -0.15 0.085
H 2.119 -0.014 5.226 -0.16 0.09 -0.04 0.090
H 0.252 -2.196 4.097 0.16 0.10 -0.11 0.092
H 1.875 -1.712 3.527 -0.21 0.04 0.03 0.092
H -1.483 0.199 2.836 0.34 0.09 0.16 0.051
C 0.799 -1.519 3.423 0.04 -0.58 -0.20 -0.037
H -1.179 1.226 4.243 0.02 -0.13 -0.05 0.085
H -1.519 -0.510 4.467 0.02 0.15 -0.05 0.083
H 0.557 -1.808 2.396 0.09 0.26 0.34 0.042
C 2.428 2.477 2.158 0.41 0.63 0.80 -0.088
C 1.511 3.047 -0.894 -0.22 0.75 -0.32 -0.043
H 1.677 4.016 -0.400 0.03 -0.08 -0.16 0.083
H 1.714 3.155 -1.970 -0.04 0.07 0.25 0.086
C 2.457 2.014 -0.298 -0.43 0.07 0.82 -0.565
H 2.606 0.894 -2.107 -0.10 -0.18 0.31 0.089
C 3.882 2.578 -0.289 0.16 -0.06 -0.32 -0.052
H 4.574 1.892 0.211 -0.14 0.10 -0.04 0.078
H 0.438 2.822 -0.772 0.46 -0.23 0.00 0.048
H 1.522 0.005 -0.955 0.96 0.84 -0.45 0.011
H 3.929 3.563 0.188 0.01 -0.15 -0.07 0.066
H 4.214 2.701 -1.328 -0.04 -0.01 0.14 0.086
C 2.439 0.704 -1.037 0.01 -0.79 -0.34 -0.089
H 3.223 0.045 -0.645 -0.23 0.26 -0.26 0.027
C -1.569 -3.522 -2.095 0.17 -0.20 -0.30 -0.086
N -1.498 -2.600 -1.079 0.03 -0.25 -0.76 -0.034
H -0.844 -3.331 -4.167 -0.08 -0.05 -0.06 0.066
N -0.624 -1.676 -2.811 -0.34 -0.73 0.35 -0.020
H -1.996 -4.497 -1.957 -0.03 -0.08 -0.10 0.094
C -1.933 -2.830 0.292 0.23 0.10 -0.27 -0.557
C -3.390 -3.290 0.284 -0.20 0.15 0.20 -0.064
C -1.041 -3.896 0.917 0.30 -0.19 0.27 -0.028
H -3.492 -4.288 -0.160 0.02 0.17 0.04 0.064
H -3.756 -3.343 1.316 0.05 -0.02 -0.14 0.079
H -4.025 -2.587 -0.267 0.10 -0.08 0.06 0.080
H -2.097 -1.573 2.007 0.14 -0.06 0.00 0.085
H -2.279 -0.679 0.499 0.25 -0.16 0.16 0.065
H 0.024 -3.621 0.839 -0.40 -0.09 0.03 0.064
C -1.717 -1.499 0.983 -0.87 -0.06 0.96 -0.157
H -1.188 -4.870 0.432 0.02 0.14 0.04 0.077
H -1.294 -4.009 1.981 0.04 0.01 -0.19 0.089
H -0.576 -1.359 1.069 -0.81 0.42 -0.04 0.024
C -1.004 -2.946 -3.179 -0.18 -0.35 -0.18 -0.108
C 1.641 -1.251 -3.506 0.42 -0.15 0.07 -0.075
H 1.791 -2.153 -4.113 -0.02 0.16 0.05 0.066
H 2.335 -0.482 -3.869 -0.09 -0.17 0.01 0.073
C 0.195 -0.777 -3.634 -0.08 -0.26 0.16 -0.555
H 0.661 1.307 -3.656 -0.27 -0.08 0.00 0.086
C -0.257 -0.881 -5.085 0.06 0.25 -0.18 -0.260
H -1.330 -0.678 -5.181 0.11 -0.04 -0.01 0.047
H 1.898 -1.527 -2.472 -0.15 0.25 -0.29 0.032
H 0.165 0.784 -2.008 -0.35 -0.20 -1.96 -0.003
H -0.032 -1.863 -5.515 -0.06 0.15 -0.01 0.018
H 0.284 -0.128 -5.672 -0.10 -0.18 0.05 0.057
C -0.031 0.633 -3.130 0.30 1.02 0.35 -0.080
H -1.064 0.950 -3.310 0.17 0.00 -0.03 0.082
C -0.898 -1.482 -1.509 0.65 1.58 0.83 -0.124
Cl 4.314 -2.705 -1.603 0.36 0.07 -0.03 0.512
C 4.047 -2.727 0.145 -0.54 -0.21 0.15 -0.986
Cl 4.632 -1.229 0.950 0.30 -0.24 0.00 0.560
C 2.525 -2.852 0.479 -1.15 0.25 -0.17 -0.789
O 2.326 -3.571 1.479 0.06 0.25 -0.39 -0.054
O 1.692 -2.229 -0.249 1.22 -0.72 0.89 -0.099
H 4.578 -3.579 0.583 -0.07 0.46 -0.20 0.052
```
Positions in Å, forces in eV/Å.

Computed properties:
Maximum force in eV Å⁻¹: 3.39
2S+1: 3
Molar mass in g/mol: 763.5
LUMO (alpha / beta) in eV: 4.26 / 4.21
Charge: -2
Orbital gap (alpha / beta) in Eh: 0.0549 / 0.1426

Number 1: E_tot -2925.0007 Eh. Number 2: E_tot -2566.7568 Eh.